# C2H2ClFOS

The molecule C2H2ClFOS (ωB97M-V/def2-TZVPD, OMol25).

Atoms and positions in Å:
C -0.80089 0.25395 0.56019
C 0.20790 -0.72546 0.71325
H 1.03111 1.61856 0.27877
H -0.00024 -1.34324 1.51174
O -1.97065 0.08230 0.51519
F 1.25613 -0.00562 1.03140
S -0.22098 1.71301 -0.34561
Cl 0.61898 -1.49778 -1.01797

Computed properties:
**Largest force on an atom**: 5.86 eV Å⁻¹
**Gap between HOMO and LUMO**: 9.24 eV
**M**: 128.6 g mol⁻¹
**Energy above the lowest of the compared OMol25 structures with the same formula, charge and spin**: 31.0 kcal per mole
**Lowest unoccupied orbital energy**: -0.0284 Eh
**SMILES**: O=C(S)[C@H](F)Cl